1.
{"formula": "C5H11N3", "method": "ωB97M-V/def2-TZVPD", "symbols": ["C", "C", "C", "C", "C", "N", "N", "N", "H", "H", "H", "H", "H", "H", "H", "H", "H", "H", "H"], "xyz": [[2.582, -0.148, 0.328], [-1.286, 1.606, 0.876], [-0.720, -2.077, 0.106], [-1.091, 0.410, 0.050], [-0.546, -0.713, 0.640], [3.352, 0.046, 1.169], [1.442, 0.516, -1.577], [1.823, -0.443, -0.670], [-0.386, 1.878, 1.231], [-1.685, 2.543, 0.385], [-2.025, 1.497, 1.735], [-0.966, -1.756, -1.006], [0.144, -2.649, 0.210], [-1.604, -2.509, 0.591], [-1.994, 0.153, -0.600], [-0.315, 0.562, -0.872], [-0.028, -0.560, 1.518], [1.960, 1.361, -1.599], [1.343, 0.284, -2.513]], "energy_ha": -361.1895, "lumo_energy_ev": [-0.88, -0.05], "max_force_ev_per_a": 4.35, "spin_multiplicity": 1, "e_above_lowest_ev": 5.439}

***

2.
{"formula": "C5H11N3", "method": "ωB97M-V/def2-TZVPD", "symbols": ["C", "C", "C", "C", "C", "N", "N", "N", "H", "H", "H", "H", "H", "H", "H", "H", "H", "H", "H"], "xyz": [[-0.236, 1.670, 0.015], [0.945, 1.003, 0.633], [-0.305, -2.407, -0.990], [-0.839, -2.171, 0.483], [0.021, -1.259, -0.133], [-0.909, 1.023, -0.834], [-0.285, 2.925, 0.331], [1.146, -0.439, 0.122], [1.845, 1.562, 0.199], [0.956, 1.117, 1.724], [0.399, -3.192, -1.134], [-1.082, -2.235, -1.811], [-1.982, -1.978, 0.362], [-0.531, -2.664, 1.375], [-1.609, 1.456, -1.349], [0.163, 3.532, 0.967], [-1.146, 3.333, -0.050], [1.804, -0.361, -0.756], [1.644, -0.915, 0.843]], "charge": 2, "energy_ha": -360.5677, "lumo_energy_ev": [-10.86, -10.86], "max_force_ev_per_a": 4.24, "spin_multiplicity": 1, "e_above_lowest_ev": 6.396}